Formula: C22H31F3N2O2PSSi2
Source: OMol25
Level of theory: the ωB97M-V functional and the def2-TZVPD basis

Properties
* highest occupied orbital energy: -3.28 eV
* calculated total energy: -2734.94878 Eh
* charge: -1

Last column: natural (NBO) charge in e.
Element x y z (Å)
O 0.575 0.004 -3.184  -1.019
P -0.415 0.747 -2.039  1.468
O -0.420 2.422 -2.198  -0.972
N -2.102 0.122 -2.142  -0.779
C -2.363 -0.481 -3.440  0.225
C -3.160 0.328 -4.377  -0.245
C -3.475 -0.123 -5.744  -0.222
C -2.958 -1.431 -6.146  -0.226
C -2.195 -2.276 -5.213  -0.227
C -1.894 -1.814 -3.867  -0.208
S -0.950 -2.799 -2.643  0.260
C -1.706 -2.215 -1.075  -0.183
C -1.802 -3.111 0.075  -0.041
C -1.272 -4.575 0.144  -0.435
C -1.912 -5.570 -0.905  -0.473
C -0.876 -6.011 -1.994  0.263
F 0.421 -5.469 -2.037  -0.328
C -1.133 -7.001 -2.965  0.640
F -0.617 -8.262 -2.773  -0.308
F -1.841 -6.700 -4.091  -0.295
C -2.462 -2.556 1.276  -0.154
C -2.983 -1.199 1.340  -0.230
C -2.842 -0.322 0.184  -0.194
C -2.201 -0.828 -1.044  0.141
H 1.035 -0.765 -2.802  0.519
H 0.517 2.700 -2.265  0.511
H -3.552 1.340 -4.095  0.230
H -4.082 0.548 -6.393  0.221
H -3.183 -1.759 -7.191  0.216
H -1.829 -3.264 -5.570  0.228
H -1.562 -4.962 1.165  0.222
H -0.146 -4.574 0.136  0.246
H -2.875 -5.191 -1.334  0.256
H -2.173 -6.514 -0.344  0.222
H -2.563 -3.240 2.153  0.203
H -3.490 -0.781 2.239  0.227
H -3.208 0.731 0.188  0.240
C 1.333 6.189 3.144  -1.114
Si 2.236 4.549 3.424  1.820
C 1.695 3.909 5.115  -1.136
C 4.080 4.942 3.497  -1.136
N 1.828 3.493 2.150  -1.728
Si 2.448 1.907 2.047  1.820
C 1.945 0.822 3.506  -1.136
C 4.327 1.857 1.885  -1.136
C 1.739 1.097 0.490  -1.113
H 1.573 6.897 3.945  0.197
H 1.632 6.635 2.192  0.221
H 0.251 6.036 3.135  0.222
H 1.764 4.707 5.865  0.203
H 2.329 3.089 5.457  0.216
H 0.659 3.564 5.086  0.226
H 4.461 5.202 2.507  0.226
H 4.657 4.098 3.883  0.216
H 4.263 5.793 4.164  0.203
H 2.494 1.087 4.413  0.217
H 2.163 -0.232 3.292  0.203
H 0.875 0.910 3.706  0.226
H 4.670 2.556 1.119  0.225
H 4.659 0.852 1.598  0.203
H 4.819 2.102 2.829  0.217
H 2.023 1.663 -0.402  0.203
H 0.652 1.053 0.542  0.234
H 2.120 0.073 0.383  0.197

---

Formula: C9H17N2O4SbSe5V
Source: OMol25
Level of theory: the ωB97M-V functional and the def2-TZVPD basis

Properties
* highest occupied orbital energy (spin up / spin down): -7.93 / -7.92 eV
* calculated total energy: -13955.02572 Eh
* multiplicity: 4
* relative energy (zero: lowest compared OMol25 entry of this formula, charge and spin): 0.0 kcal/mol

Last column: Löwdin spin population.
Element x y z (Å)
V -0.852 -0.210 -0.251  2.011
C -3.971 2.059 -1.090  0.001
C -3.606 1.006 -0.088  0.004
C -3.314 -0.302 -0.469  0.003
C -2.910 -1.254 0.489  0.005
C -2.780 -0.887 1.821  0.003
C -3.153 0.399 2.216  0.018
C -3.565 1.322 1.280  0.003
H -4.218 1.625 -2.058  0.000
H -3.129 2.743 -1.220  0.000
H -4.818 2.647 -0.737  0.000
H -3.429 -0.606 -1.503  0.001
H -2.711 -2.274 0.179  0.001
H -2.413 -1.601 2.545  0.001
H -3.070 0.688 3.255  0.001
H -3.812 2.326 1.593  0.000
O -0.196 -3.827 -1.346  0.001
Se 0.370 -2.341 -1.400  0.008
O 0.427 -1.604 0.145  -0.014
O -0.728 -1.213 -1.976  0.044
O 1.812 -2.185 -2.122  0.005
N 4.030 -2.056 -0.795  0.000
C 4.601 -0.705 -1.027  0.000
C 3.543 0.293 -0.533  0.000
N 3.023 -0.079 0.750  0.010
H 4.671 -2.820 -0.983  0.000
H 3.142 -2.163 -1.374  0.000
H 3.736 -2.061 0.191  0.000
H 4.823 -0.590 -2.086  0.000
H 5.520 -0.627 -0.447  0.000
H 2.723 0.341 -1.253  0.000
H 3.997 1.286 -0.509  0.000
H 3.425 0.303 1.584  0.005
H 2.086 -0.441 0.839  0.000
Se 2.360 3.261 2.000  0.851
Sb 0.016 2.742 1.375  0.029
Se 0.094 0.475 2.265  0.091
Se -1.626 4.420 1.736  0.006
Se -0.099 1.909 -0.999  -0.087

---

Formula: C62H69AsFN7O4P2Se2Ti
Source: OMol25
Level of theory: the ωB97M-V functional and the def2-TZVPD basis

Properties
* highest occupied orbital energy: -9.47 eV
* calculated total energy: -11758.53857 Eh
* charge: +2
* relative energy (zero: lowest compared OMol25 entry of this formula, charge and spin): 54.1 kcal/mol

Last column: Mulliken charge in e.
Element x y z (Å)
Ti 0.185 0.973 0.819  -0.044
C 1.175 -3.654 -5.115  -1.057
C 1.181 -4.206 -3.691  -0.811
N 1.302 -3.129 -2.704  0.349
C 0.219 -2.778 -1.989  -0.107
C 0.166 -1.663 -1.201  -1.436
C -1.002 -1.463 -0.289  0.570
O -1.955 -2.200 -0.324  -0.686
O -0.844 -0.506 0.589  1.494
C 1.255 -0.758 -1.198  0.494
O 1.210 0.390 -0.636  0.552
C 2.457 -1.203 -1.838  0.713
C 3.639 -0.467 -1.694  -0.379
C 4.806 -0.942 -2.213  -0.284
F 5.926 -0.209 -2.063  -0.441
C 4.879 -2.165 -2.896  -0.768
C 3.691 -2.870 -3.086  -0.320
C 2.481 -2.413 -2.564  -0.229
N 6.088 -2.667 -3.360  0.280
C 7.354 -2.393 -2.697  -0.511
C 8.266 -3.600 -2.869  -1.100
N 8.590 -3.793 -4.331  0.018
C 7.500 -3.267 -5.225  -1.136
C 6.153 -3.489 -4.553  -0.645
H 1.106 -4.468 -5.834  0.408
H 2.076 -3.078 -5.319  0.310
H 0.313 -3.002 -5.252  0.336
H 1.989 -4.925 -3.553  0.417
H 0.244 -4.725 -3.502  0.413
H -0.644 -3.430 -2.048  0.637
H 3.629 0.476 -1.162  0.850
H 3.739 -3.811 -3.613  0.573
H 7.186 -2.238 -1.632  0.587
H 7.850 -1.491 -3.076  0.305
H 7.755 -4.491 -2.509  0.371
H 9.191 -3.480 -2.311  0.458
H 8.732 -4.787 -4.515  0.357
H 9.469 -3.325 -4.561  0.362
H 7.549 -3.766 -6.190  0.429
H 7.655 -2.200 -5.375  0.383
H 6.020 -4.559 -4.331  0.331
H 5.359 -3.194 -5.241  0.647
Se 2.087 2.939 0.856  0.014
Se 1.519 1.462 4.460  -0.010
C 0.107 2.452 3.783  -0.327
C -0.376 3.483 4.620  -1.038
C -1.435 4.258 4.242  -1.184
C -2.024 4.004 3.001  -0.883
C -1.507 3.008 2.221  0.283
N -0.458 2.211 2.556  1.439
C 2.883 1.328 1.361  0.413
C 4.261 1.109 1.376  -1.076
C 4.733 -0.153 1.662  -0.556
C 3.815 -1.169 1.935  -1.356
C 2.473 -0.872 1.918  -0.195
N 1.999 0.358 1.668  1.321
H 0.116 3.628 5.569  0.537
H -1.816 5.037 4.889  0.513
H -2.864 4.583 2.647  0.809
H -1.952 2.815 1.261  -0.524
H 4.921 1.930 1.131  0.537
H 5.795 -0.359 1.671  0.535
H 4.136 -2.175 2.164  0.569
H 1.736 -1.622 2.156  0.243
C -0.035 -3.341 2.206  -1.439
P -0.719 -1.796 2.986  0.877
C -2.523 -2.244 2.752  -0.220
N -2.813 -3.497 2.974  -0.075
C -4.086 -3.929 3.019  0.050
C -4.394 -5.275 3.310  -0.551
C -5.702 -5.645 3.448  -0.588
C -6.742 -4.704 3.300  -0.602
C -6.473 -3.399 2.994  -0.617
C -5.132 -2.989 2.841  0.033
N -4.819 -1.718 2.532  -0.057
C -3.582 -1.313 2.443  -0.022
P -3.283 0.480 1.997  1.298
C -4.097 1.132 3.527  -1.629
C -4.622 0.824 0.667  1.423
C -6.075 0.484 0.995  -1.882
C -4.547 2.322 0.347  -1.805
C -4.169 0.043 -0.568  -1.364
C -0.525 -2.239 4.831  1.493
C -1.031 -3.604 5.289  -1.765
C -1.286 -1.127 5.559  -1.357
C 0.969 -2.170 5.153  -1.590
H -0.792 -4.122 2.232  0.463
H 0.852 -3.671 2.747  0.506
H 0.242 -3.152 1.166  -0.110
H -3.584 -5.982 3.440  0.466
H -5.954 -6.671 3.676  0.418
H -7.766 -5.028 3.433  0.412
H -7.262 -2.669 2.872  0.508
H -5.044 0.625 3.701  0.476
H -4.253 2.207 3.443  0.458
H -3.432 0.955 4.374  0.234
H -6.442 1.059 1.846  0.403
H -6.201 -0.567 1.209  0.317
H -6.698 0.733 0.131  0.515
H -4.825 2.937 1.205  0.332
H -5.234 2.556 -0.472  0.698
H -3.544 2.595 0.007  0.027
H -4.136 -1.027 -0.371  0.247
H -3.164 0.365 -0.856  -0.226
H -4.840 0.228 -1.412  0.592
H -2.105 -3.711 5.177  0.328
H -0.795 -3.716 6.351  0.526
H -0.541 -4.417 4.752  0.289
H -2.344 -1.145 5.283  0.191
H -0.878 -0.147 5.303  0.147
H -1.214 -1.249 6.642  0.544
H 1.510 -3.016 4.720  0.326
H 1.113 -2.211 6.234  0.509
H 1.427 -1.249 4.796  -0.004
O -0.852 1.990 -0.441  0.682
As -0.771 3.401 -1.351  0.611
C -0.768 5.031 -0.315  0.872
C 0.417 5.724 -0.103  -0.669
C 0.389 6.925 0.588  -1.017
C -0.818 7.450 1.026  -0.721
C -2.001 6.753 0.815  -1.066
C -1.976 5.535 0.159  0.012
C 0.647 3.540 -2.662  0.442
C 0.441 4.502 -3.648  -0.856
C 1.422 4.731 -4.598  -0.870
C 2.608 4.009 -4.556  -0.708
C 2.799 3.036 -3.586  -0.930
C 1.814 2.793 -2.641  0.833
C -2.359 3.376 -2.462  0.714
C -3.160 4.488 -2.698  -0.413
C -4.245 4.379 -3.554  -0.987
C -4.517 3.176 -4.187  -0.570
C -3.705 2.071 -3.968  -0.717
C -2.629 2.171 -3.103  -0.617
H 1.356 5.331 -0.473  0.599
H 1.311 7.458 0.777  0.469
H -0.839 8.407 1.529  0.430
H -2.941 7.164 1.159  0.469
H -2.891 4.972 0.010  0.714
H -0.483 5.069 -3.665  0.427
H 1.270 5.478 -5.365  0.431
H 3.384 4.213 -5.280  0.418
H 3.723 2.473 -3.553  0.508
H 1.950 2.036 -1.885  -0.487
H -2.936 5.433 -2.220  0.522
H -4.876 5.240 -3.733  0.472
H -5.361 3.102 -4.859  0.437
H -3.909 1.138 -4.475  0.456
H -1.993 1.314 -2.904  0.149

---

Formula: C18H17N2O9PtS
Source: OMol25
Level of theory: the ωB97M-V functional and the def2-TZVPD basis

Properties
* highest occupied orbital energy (spin up / spin down): -17.96 / -18.42 eV
* calculated total energy: -1999.07588 Eh
* charge: +3
* multiplicity: 5
* relative energy (zero: lowest compared OMol25 entry of this formula, charge and spin): 7.2 kcal/mol

Last column: Löwdin spin population.
Element x y z (Å)
Pt -0.749 0.317 -0.120  1.575
O -4.684 -1.374 0.293  0.004
C -3.535 -0.847 -0.017  0.006
O -2.459 -1.153 0.478  0.067
C -3.621 0.194 -1.089  0.005
C -4.783 0.572 -1.737  0.002
C -4.685 1.536 -2.731  -0.002
C -3.442 2.071 -3.050  0.003
C -2.330 1.635 -2.356  0.008
N -2.440 0.722 -1.393  0.072
C -0.909 2.099 -2.557  0.010
O -0.578 2.848 -3.570  0.003
O -0.043 1.757 -1.765  0.085
H -4.602 -2.043 0.998  0.000
H -5.731 0.127 -1.468  0.001
H -5.571 1.870 -3.255  0.000
H -3.371 2.827 -3.823  0.001
H -1.300 3.076 -4.175  0.001
O -1.511 1.247 1.720  0.141
C -0.905 1.816 2.624  0.021
C 0.545 1.920 2.765  0.084
C 1.014 2.661 3.806  0.038
C 2.407 2.816 3.986  0.241
C 3.353 2.242 3.144  -0.020
C 2.910 1.478 2.097  0.210
C 1.494 1.270 1.870  0.095
O 1.153 0.524 0.918  0.285
N 2.876 3.644 5.126  0.017
O 4.065 3.828 5.194  0.005
O 2.009 4.189 5.771  0.039
H -1.503 2.289 3.409  0.006
H 0.342 3.145 4.507  -0.001
H 4.405 2.410 3.333  -0.004
H 3.603 1.015 1.407  0.007
O 0.174 -1.737 -1.149  0.479
S 1.262 -2.644 -0.641  0.339
C 2.788 -2.552 -1.638  0.063
C 3.241 -4.008 -1.592  0.014
C 2.001 -4.886 -1.842  0.019
C 0.874 -4.408 -0.916  0.058
H 3.462 -1.819 -1.199  0.000
H 2.437 -2.224 -2.619  0.006
H 3.684 -4.243 -0.621  0.001
H 4.010 -4.171 -2.347  0.003
H 2.223 -5.929 -1.627  0.003
H 1.684 -4.811 -2.883  0.002
H 0.869 -4.885 0.065  0.003
H -0.134 -4.411 -1.331  0.004